Record 1
Entry from the OMol25 dataset: C5H8BN in the gas phase (the ωB97M-V functional and the def2-TZVPD basis).

The geometry in XYZ format:
```
15
Properties=species:S:1:pos:R:3:nbo_charge:R:1
N -0.4281 0.1778 0.3496 -0.642
C 2.0173 -0.6517 -0.9058 -0.294
C 0.8109 -0.6910 -1.5558 -0.205
C -1.8115 0.5620 0.5967 -0.392
C -0.3166 -0.2670 -0.9880 0.000
C 2.0070 -0.1004 0.3669 -0.392
B 0.7320 0.1159 1.1184 0.579
H 0.7132 -0.0289 2.2790 -0.061
H -2.3596 -0.1186 -0.1043 0.188
H 0.8981 -0.8421 -2.6458 0.225
H 2.9395 -1.0100 -1.4772 0.208
H -1.2232 -0.2485 -1.4936 0.180
H -2.2070 0.4126 1.6226 0.215
H -2.0176 1.6230 0.2376 0.191
H 2.9317 0.0953 0.8884 0.199
```

Computed properties:
E_tot = -274.79444 Ha
2S+1 = 3
Highest occupied orbital energy (alpha / beta) = -5.2 / -9.4 eV
⟨S²⟩ = 2.007
Lowest unoccupied orbital energy (alpha / beta) = 0.87 / -2.05 eV

Record 2
Entry from the OMol25 dataset: C5H8BaO6 as an isolated structure (the ωB97M-V functional and the def2-TZVPD basis).

The geometry in XYZ format:
```
20
Properties=species:S:1:pos:R:3:nbo_charge:R:1
Ba 2.9587 -2.6570 -1.0998 1.974
O 1.4694 1.7415 0.1758 -0.449
O 0.7683 -3.1218 0.3648 -0.496
O 2.5871 0.2261 -0.9821 -0.655
O -2.5631 -1.9267 0.6299 -0.671
O 2.4045 2.1816 -1.8162 -0.115
O -1.7585 3.1429 0.3361 0.059
C -0.8636 2.4038 -0.0065 0.397
C 0.6094 2.8544 0.1971 -0.131
C -1.2756 -1.7965 0.1548 -0.052
C 2.2147 1.3804 -0.8316 0.955
C -0.4405 -2.8511 0.8422 -0.160
H -0.8559 -0.6348 0.2413 0.089
H -1.0439 1.9317 -1.0149 0.323
H 0.6542 3.2672 1.2174 0.303
H -1.2458 -1.9461 -0.9383 0.178
H -3.1487 -1.2972 0.1949 0.498
H -0.9602 -3.8470 0.9373 0.335
H -0.3506 -2.6741 1.9505 0.312
H 0.8400 3.6228 -0.5527 0.307
```

Computed properties:
E_tot = -670.92305 Ha
2S+1 = 2
Charge = +3
Highest occupied orbital energy (alpha / beta) = -19.7 / -19.7 eV
⟨S²⟩ = 1.770
Lowest unoccupied orbital energy (alpha / beta) = -15.66 / -14.14 eV

Record 3
Entry from the OMol25 dataset: C5H8Br12N2O as an isolated structure (the ωB97M-V functional and the def2-TZVPD basis).

The geometry in XYZ format:
```
28
Properties=species:S:1:pos:R:3:nbo_charge:R:1
Br -4.4369 -0.5987 1.9726 0.178
Br 1.3744 2.9814 2.4234 0.121
Br 1.6160 -0.0281 3.1823 0.166
Br 5.7467 0.1873 -3.8259 0.045
Br -1.1702 -1.1112 1.6715 0.453
Br -2.4569 1.7871 1.0600 0.108
Br -3.4506 -3.2349 0.0915 0.264
Br 3.1861 -1.2412 -5.1332 0.109
Br -0.4534 1.8414 5.0335 0.043
Br 2.8819 1.7292 -3.4379 0.030
Br -3.1670 -0.4269 -1.3950 0.161
Br -6.1400 -1.5628 -1.0711 0.166
O 1.5592 -1.3247 -1.4608 -0.664
N 0.0930 0.2543 -0.9370 -0.840
N 2.0992 0.3565 -0.0435 -0.863
C 3.7380 -0.1205 -3.6121 -0.413
C 1.3015 -0.2581 -0.9353 0.761
C -4.2346 -2.0140 -1.3716 -0.462
C -2.5563 0.0775 2.2025 -0.502
C 1.3068 1.7566 3.9043 -0.451
H 1.9203 1.3500 -0.0131 0.386
H 3.5762 -0.6862 -2.6945 0.229
H 2.9237 -0.0172 0.4046 0.420
H -4.1313 -2.5865 -2.2934 0.255
H 2.1220 2.0594 4.5615 0.240
H -2.5023 0.2196 3.2818 0.265
H -0.6168 -0.3672 -1.2975 0.406
H -0.1287 0.9776 -0.2678 0.389
```

Computed properties:
E_tot = -31267.81061 Ha
2S+1 = 2
Charge = +1
Highest occupied orbital energy (alpha / beta) = -11.7 / -11.7 eV
⟨S²⟩ = 0.758
Lowest unoccupied orbital energy (alpha / beta) = -4.47 / -9.41 eV

Record 4
Entry from the OMol25 dataset: C5H8Br2O in the gas phase (the ωB97M-V functional and the def2-TZVPD basis).

The geometry in XYZ format:
```
16
Properties=species:S:1:pos:R:3:nbo_charge:R:1
Br 3.6483 1.3851 -0.0084 0.058
Br 2.2205 -1.6890 -0.3066 0.074
O -0.6006 -1.5135 0.9759 -0.709
C -0.9113 -0.5640 -1.2360 -0.643
C 1.7863 1.0682 0.1423 -0.329
C -0.4096 -0.3771 0.1966 0.264
C 1.2264 -0.1204 0.0184 -0.123
C -1.0686 0.7917 0.9044 -0.632
H -0.3314 -1.3359 -1.7442 0.217
H 1.2177 1.9622 0.3370 0.236
H -1.9558 -0.8676 -1.2243 0.220
H -1.0543 1.6806 0.2821 0.212
H -0.8097 0.3631 -1.7935 0.219
H -0.2803 -2.2891 0.4949 0.479
H -2.1025 0.5217 1.1087 0.232
H -0.5751 0.9840 1.8527 0.227
```

Computed properties:
E_tot = -5418.56041 Ha
Highest occupied orbital energy = -9.4 eV
SMILES = CC(C)(O)/C(Br)=C/Br
Lowest unoccupied orbital energy = 0.61 eV